8
Properties=species:S:1:pos:R:3:forces:R:3:mulliken_charge:R:1 method="wB97M-V/def2-TZVPD" smiles="N=C=[NH+]N" e_above_lowest_kcal_mol=61.1 lumo_ev=-4.9809 total_charge=+1 homo_ev=-15.158 gap_ev=10.18
N -2.07454 -0.30333 -0.19195 1.26 0.57 0.10 -0.06
C -0.95110 -0.07528 0.03046 -1.77 -0.98 -0.57 0.32
N 0.23860 0.35046 0.11496 0.82 0.58 0.08 0.02
N 1.49907 -0.26698 -0.02968 1.12 0.29 1.66 -0.52
H -2.99838 -0.64109 0.01585 -0.01 -0.27 0.09 0.34
H 0.42973 0.99058 0.84872 -0.90 1.23 0.77 0.30
H 2.14616 0.52208 0.14310 -0.26 -0.81 -0.11 0.30
H 1.71046 -0.57644 -0.93146 -0.26 -0.61 -2.02 0.29

---

10
Properties=species:S:1:pos:R:3:forces:R:3:mulliken_charge:R:1 method="wB97M-V/def2-TZVPD" e_above_lowest_kcal_mol=99.4 lumo_ev="3.7471 / 3.7458" total_charge=-1 homo_ev="-2.697 / -2.695" gap_ev="6.44 / 6.44"
C -1.85784 -0.30914 0.17790 -1.69 -0.18 -0.40 -0.53
N -0.66899 -0.41927 -0.57882 -0.32 -1.46 -1.26 -0.37
N 2.93686 -0.05624 -0.51330 1.83 -3.16 0.70 -0.02
N 0.15485 0.49975 -0.50855 2.80 0.44 -0.81 -0.08
O 0.04411 1.53868 0.21299 -0.84 0.41 0.66 -0.63
O 3.39764 -0.94430 0.24700 -1.35 2.43 -1.72 -0.32
H -2.75676 -0.67473 -0.37463 0.64 0.20 -0.31 0.18
H -1.78692 -1.09363 0.93687 -0.11 0.83 1.01 0.16
H -2.02956 0.75416 0.36636 -0.19 -0.29 1.23 0.32
H 2.56661 0.70473 0.03419 -0.79 0.79 0.91 0.28

---

10
Properties=species:S:1:pos:R:3:forces:R:3:mulliken_charge:R:1 method="wB97M-V/def2-TZVPD" e_above_lowest_kcal_mol=112.9 lumo_ev="4.1658 / 4.1766" total_charge=-1 homo_ev="-1.434 / -0.764" gap_ev="5.60 / 4.94"
C -0.81409 -0.58579 0.21058 1.62 1.08 0.89 -0.58
N -0.97292 0.73400 -0.44841 2.24 0.24 -1.06 -0.44
N 1.23843 3.18173 -1.05135 0.25 0.93 0.35 -0.20
N 0.02708 1.22234 -1.11190 -2.46 -1.26 0.55 0.01
O 1.19642 0.46143 -1.20067 -0.29 0.24 0.75 -0.44
O 2.27889 2.77951 -1.59369 0.08 -0.32 0.07 -0.51
H -1.47233 -0.63719 1.09587 0.10 0.15 -0.46 0.24
H -1.09323 -1.37894 -0.47812 0.25 -0.23 -0.08 0.22
H 0.26703 -0.66301 0.58016 -1.42 -0.40 -0.61 0.24
H 1.87053 1.22146 -1.29275 -0.38 -0.44 -0.40 0.46

---

11
Properties=species:S:1:pos:R:3:forces:R:3:mulliken_charge:R:1 method="wB97M-V/def2-TZVPD" smiles="CONN=[N+]([O-])[O-]" e_above_lowest_kcal_mol=117.9 lumo_ev=4.0892 total_charge=-1 homo_ev=-3.783 gap_ev=7.87
C 0.51069 -0.06983 -0.30405 -1.51 0.92 -1.51 -0.67
O 0.23439 1.32202 0.07403 1.50 -1.55 -2.33 -0.27
N -1.04529 1.50243 0.49914 -2.59 -1.79 5.94 -0.12
N -2.08512 1.08730 -0.31757 2.06 2.20 -2.14 -0.68
N -2.66210 0.00467 -0.02154 -0.90 -0.15 0.39 1.21
O -2.40207 -0.60954 1.05623 -0.39 -0.88 -0.08 -0.76
O -3.58700 -0.30061 -0.81230 -0.18 -1.17 0.61 -0.77
H 0.18562 -0.60297 0.53023 -0.84 -1.44 1.27 0.27
H 1.57064 -0.19015 -0.31447 0.83 0.15 -0.66 0.33
H -0.06127 -0.47970 -1.26227 1.31 1.20 1.87 0.19
H -1.21165 0.73494 1.50238 0.69 2.50 -3.37 0.28

---

10
Properties=species:S:1:pos:R:3:forces:R:3:mulliken_charge:R:1 method="wB97M-V/def2-TZVPD" smiles="NC(=[NH2+])n1ss1" e_above_lowest_kcal_mol=43.6 lumo_ev=-5.4207 total_charge=+1 homo_ev=-13.892 gap_ev=8.47
N -0.99510 1.29966 -0.08283 3.90 -6.39 -2.05 -0.49
C -0.05305 -0.12740 0.03912 -5.90 2.44 -0.68 0.88
N -0.84063 -1.20522 -0.00608 0.52 2.05 0.33 -0.34
N 1.19649 -0.10581 0.02150 2.35 0.72 0.19 -0.06
S 2.47212 1.01300 -0.17429 -0.05 1.74 0.04 0.03
S 2.66676 -0.98022 -0.04063 -0.07 -1.76 0.01 0.06
H -0.29802 1.96062 0.02291 0.74 2.26 0.81 0.20
H -1.79268 1.22608 0.47885 -0.85 0.23 1.53 0.27
H -0.60840 -2.16498 0.00751 0.59 -0.82 -0.01 0.21
H -1.74750 -0.91575 -0.26607 -1.24 -0.48 -0.16 0.23

---

9
Properties=species:S:1:pos:R:3:forces:R:3:mulliken_charge:R:1 method="wB97M-V/def2-TZVPD" smiles="NN1CN=N1" e_above_lowest_kcal_mol=106.1 lumo_ev=0.8806 homo_ev=-9.331 gap_ev=10.21
N 1.50639 0.31526 -0.01587 0.30 -0.02 -0.43 -0.50
N 0.18360 0.28845 0.32709 -1.21 -1.65 0.80 0.22
C -0.99230 -0.80788 0.08525 2.26 0.74 0.32 -0.11
N -1.74490 0.36934 -0.17341 0.03 1.18 -0.48 -0.29
N -0.73196 1.15452 -0.16158 -0.95 -0.12 -0.20 -0.26
H 2.07730 0.69264 0.73304 -0.22 0.00 -0.12 0.23
H 1.68828 0.78692 -0.89828 -0.10 -0.12 0.15 0.25
H -0.67259 -1.34978 -0.80064 -0.25 -0.05 -0.06 0.23
H -1.31381 -1.44946 0.90441 0.15 0.05 0.01 0.23